1.
76
Properties=species:S:1:pos:R:3:lowdin_spin:R:1 method="wB97M-V/def2-TZVPD" lumo_ev="3.8 / 3.8" multiplicity=2 orbital_gap_ev="5.05 / 4.97" e_homo_ev="-1.3 / -1.2" e_above_lowest_kj_mol=183.0 max_force_ev_per_a=1.7 total_energy_ha=-4404.94052 total_charge=-2
Ru -1.56 0.73 0.00 0.943
C 0.51 2.66 1.65 0.001
N 0.29 2.56 0.20 0.012
C -0.33 3.81 -0.30 0.000
C -1.07 3.65 -1.62 0.000
N -2.24 2.80 -1.49 0.020
C -3.35 3.48 -0.81 0.001
C -2.74 2.31 -2.75 0.001
C -2.75 3.12 -3.88 0.001
C -3.30 2.67 -5.08 0.000
C -3.85 1.40 -5.14 0.001
C -3.85 0.59 -4.01 -0.002
C -3.31 1.03 -2.79 -0.001
S -3.44 0.00 -1.38 -0.026
C 1.51 2.24 -0.49 0.003
C 2.72 2.82 -0.11 0.000
C 3.93 2.42 -0.66 0.002
C 3.93 1.41 -1.61 0.000
C 2.73 0.87 -2.04 0.000
C 1.50 1.28 -1.51 -0.001
S 0.03 0.58 -2.13 -0.015
H 1.00 3.61 1.93 0.001
H 1.12 1.83 1.97 0.000
H -0.45 2.62 2.15 0.000
H 0.45 4.57 -0.43 0.000
H -1.02 4.16 0.47 0.000
H -0.41 3.20 -2.36 0.000
H -1.34 4.67 -1.96 0.001
H -3.70 4.35 -1.40 0.001
H -3.05 3.81 0.18 0.000
H -4.17 2.78 -0.68 0.000
H -2.33 4.11 -3.84 0.000
H -3.32 3.32 -5.94 0.000
H -4.28 1.03 -6.06 0.000
H -4.27 -0.40 -4.04 0.000
H 2.72 3.59 0.65 0.000
H 4.85 2.88 -0.32 0.000
H 4.87 1.05 -2.02 0.000
H 2.72 0.09 -2.79 0.000
Cl -5.76 0.36 5.88 0.000
C -4.75 0.93 4.58 -0.001
C -4.48 2.27 4.46 -0.001
Cl -5.14 3.42 5.59 0.000
C -3.65 2.70 3.40 0.000
Cl -3.27 4.40 3.22 0.000
C -3.11 1.83 2.47 0.006
O -2.34 2.20 1.50 0.046
C -3.38 0.41 2.59 0.004
O -2.86 -0.37 1.74 0.032
C -4.21 0.02 3.66 0.000
Cl -4.52 -1.69 3.83 0.000
C 4.19 -5.83 2.06 0.000
C 3.45 -5.64 0.73 0.000
C 2.35 -6.70 0.65 0.000
C 4.43 -5.85 -0.43 0.000
C 2.88 -4.22 0.67 0.000
C 3.74 -3.13 0.84 0.000
C 3.29 -1.81 0.85 0.000
C 1.94 -1.60 0.69 -0.001
O 1.23 -0.45 0.69 -0.006
B -0.12 -0.79 0.41 -0.018
O -0.18 -2.19 0.28 -0.003
C 1.08 -2.66 0.46 -0.001
C 1.52 -3.97 0.45 0.000
H 4.55 -6.86 2.15 0.000
H 3.51 -5.63 2.90 0.000
H 5.04 -5.16 2.15 0.000
H 2.80 -7.69 0.75 0.000
H 1.83 -6.66 -0.31 0.000
H 1.62 -6.57 1.45 0.000
H 4.85 -6.86 -0.39 0.000
H 5.25 -5.14 -0.39 0.000
H 3.91 -5.72 -1.38 0.000
H 4.80 -3.30 0.97 0.000
H 3.97 -0.98 0.97 0.000
H 0.80 -4.76 0.28 0.000



2.
122
Properties=species:S:1:pos:R:3:mulliken_charge:R:1 method="wB97M-V/def2-TZVPD" lumo_ev="-3.8 / -3.8" multiplicity=1 orbital_gap_ev="5.99 / 5.99" e_homo_ev="-9.8 / -9.8" e_above_lowest_kj_mol=46.1 max_force_ev_per_a=5.1 total_energy_ha=-9858.50189 total_charge=+1
Fe 0.94 0.44 -0.42 1.212
Se 5.47 3.80 4.68 0.261
N 3.79 4.08 4.16 -0.863
C 3.51 3.18 3.26 0.703
C 2.21 3.06 2.60 0.795
C 1.13 3.91 2.89 -1.040
C -0.06 3.71 2.22 -1.916
C -0.15 2.67 1.29 0.197
N 0.85 1.86 1.03 1.281
C 2.02 2.06 1.66 0.039
C 3.10 1.10 1.34 -0.976
N 2.78 0.13 0.46 1.268
C 3.68 -0.82 0.23 0.113
C 4.95 -0.80 0.79 -1.907
C 5.29 0.22 1.66 -0.701
C 4.33 1.18 1.96 0.576
C 4.56 2.25 2.94 0.617
N 5.69 2.40 3.59 -0.881
H 1.26 4.70 3.61 0.616
H -0.92 4.33 2.41 0.697
H -1.05 2.51 0.71 -0.131
H 3.37 -1.64 -0.40 0.367
H 5.65 -1.59 0.54 0.605
H 6.26 0.27 2.13 0.582
C -1.09 -2.78 1.15 -2.605
N -2.49 -2.55 0.94 1.497
C -2.94 -2.45 -0.43 -1.363
P -2.19 -0.94 -1.19 2.213
C -1.27 -1.59 -2.66 -0.050
C -0.13 -0.88 -3.21 0.831
C 0.35 -1.34 -4.48 -0.103
C -0.08 -2.52 -5.05 -0.811
C -1.08 -3.25 -4.44 -1.429
C -1.69 -2.74 -3.29 -0.604
C -3.60 -0.16 -2.03 0.554
C -4.68 0.23 -1.22 -0.375
C -5.74 0.94 -1.74 -0.798
C -5.75 1.29 -3.09 -0.677
C -4.69 0.91 -3.90 -0.800
C -3.63 0.19 -3.38 -0.669
C -3.39 -3.06 1.92 0.028
C -3.18 -4.29 2.52 -0.111
C -4.10 -4.79 3.43 -0.876
C -5.24 -4.06 3.74 -0.530
C -5.45 -2.83 3.14 -0.951
C -4.53 -2.33 2.24 0.135
P 0.03 -1.25 1.28 2.269
C 1.43 -2.06 2.14 0.439
C 1.85 -3.32 1.72 -0.498
C 2.96 -3.93 2.30 -0.785
C 3.66 -3.29 3.31 -0.881
C 3.26 -2.03 3.72 -0.995
C 2.16 -1.42 3.14 -0.481
C -0.93 -0.46 2.62 0.894
C -1.98 0.38 2.22 0.400
C -2.82 0.96 3.15 -0.570
C -2.63 0.72 4.51 -1.007
C -1.62 -0.14 4.91 -1.044
C -0.78 -0.73 3.97 -0.925
H -0.69 -3.47 0.40 0.438
H -0.95 -3.21 2.14 1.122
H -4.03 -2.37 -0.45 0.525
H -2.66 -3.36 -0.98 0.136
H -0.24 0.19 -3.20 -1.187
H 1.08 -0.72 -4.98 0.567
H 0.34 -2.85 -6.00 0.467
H -1.44 -4.17 -4.87 0.428
H -2.56 -3.27 -2.91 0.598
H -4.68 -0.03 -0.17 0.251
H -6.57 1.22 -1.10 0.465
H -6.57 1.86 -3.50 0.392
H -4.69 1.18 -4.95 0.443
H -2.81 -0.09 -4.03 0.298
H -2.31 -4.88 2.27 0.433
H -3.94 -5.76 3.88 0.414
H -5.97 -4.46 4.44 0.409
H -6.33 -2.25 3.39 0.421
H -4.68 -1.36 1.78 0.186
H 1.33 -3.85 0.94 0.228
H 3.26 -4.91 1.97 0.496
H 4.52 -3.76 3.76 0.428
H 3.80 -1.51 4.50 0.475
H 1.87 -0.43 3.47 0.721
H -2.14 0.55 1.16 -0.582
H -3.62 1.60 2.82 0.555
H -3.28 1.17 5.24 0.473
H -1.49 -0.37 5.96 0.498
H -0.04 -1.44 4.32 0.550
Br 3.10 7.68 -1.42 -0.157
C 2.78 5.82 -1.46 -0.115
C 3.83 4.95 -1.75 -0.974
C 3.58 3.59 -1.79 -0.283
C 2.30 3.09 -1.56 -0.513
C 1.28 3.97 -1.24 0.692
C 1.51 5.33 -1.20 -1.259
N 2.04 1.69 -1.64 1.476
C 2.69 1.00 -2.49 -1.519
C 2.48 -0.44 -2.58 0.166
C 3.41 -1.21 -3.26 -0.670
C 3.36 -2.59 -3.18 -1.302
C 2.39 -3.15 -2.34 -1.153
C 1.45 -2.35 -1.77 -0.330
N 1.35 -1.00 -2.00 1.246
H 4.82 5.33 -1.92 0.452
H 4.41 2.92 -1.97 0.528
H 0.28 3.60 -1.05 0.164
H 0.70 6.01 -0.98 0.569
H 3.39 1.44 -3.19 0.801
H 4.20 -0.71 -3.81 0.608
H 4.08 -3.21 -3.69 0.523
H 2.37 -4.22 -2.15 0.562
H 0.63 -2.75 -1.19 0.257
N -2.39 3.00 -1.58 -0.049
C -1.29 2.40 -2.14 -0.043
O -0.72 1.50 -1.45 1.368
C -0.89 2.85 -3.42 0.859
C 0.32 2.45 -4.02 0.018
N 1.32 2.11 -4.49 -0.855
C -1.75 3.73 -4.13 -1.386
N -2.46 4.42 -4.71 -0.640
H -2.87 2.45 -0.89 0.180
H -2.96 3.60 -2.15 0.296



3.
22
Properties=species:S:1:pos:R:3:nbo_charge:R:1 method="wB97M-V/def2-TZVPD" lumo_ev=0.7 multiplicity=1 orbital_gap_ev=10.71 e_homo_ev=-10.0 e_above_lowest_kj_mol=54.0 max_force_ev_per_a=1.9 smiles=CC(C)N.O.O.O total_energy_ha=-403.76669
C -1.65 -1.88 0.50 -0.631
C -0.48 -0.90 0.73 -0.061
C 0.83 -1.66 0.80 -0.622
N -0.61 -0.11 1.97 -0.868
H -1.83 -2.00 -0.57 0.221
H -2.57 -1.36 0.78 0.211
H -1.38 -2.76 1.07 0.206
H -0.37 -0.22 -0.14 0.197
H 1.64 -1.00 0.47 0.213
H 0.75 -2.61 0.23 0.220
H 1.09 -2.01 1.81 0.201
H -1.47 0.39 2.15 0.380
H -0.40 -0.77 2.71 0.365
O 0.64 1.97 -1.44 -1.006
H 1.39 2.26 -2.00 0.474
H 0.93 2.06 -0.50 0.504
O 1.32 1.91 1.21 -0.981
H 0.60 1.26 1.44 0.507
H 2.15 1.42 1.15 0.472
O -0.41 0.17 -3.40 -0.959
H -0.40 0.96 -2.85 0.495
H -0.21 -0.56 -2.82 0.460



4.
12
Properties=species:S:1:pos:R:3:nbo_charge:R:1 method="wB97M-V/def2-TZVPD" lumo_ev=0.2 multiplicity=1 orbital_gap_ev=9.34 e_homo_ev=-9.2 e_above_lowest_kj_mol=259.9 max_force_ev_per_a=0.4 smiles="C=C=C=CCO" total_energy_ha=-269.24727
C -2.82 0.44 0.14 -0.425
C -1.55 0.63 -0.07 0.000
C -0.30 0.73 -0.30 -0.035
C 1.00 0.62 -0.45 -0.233
C 1.77 -0.35 0.41 -0.089
O 1.98 -1.56 -0.28 -0.705
H -3.58 0.85 -0.52 0.220
H -3.13 -0.16 1.00 0.219
H 1.51 1.10 -1.29 0.223
H 1.22 -0.51 1.35 0.170
H 2.76 0.03 0.67 0.188
H 1.13 -1.84 -0.65 0.468



5.
15
Properties=species:S:1:pos:R:3:nbo_charge:R:1 method="wB97M-V/def2-TZVPD" lumo_ev=1.0 multiplicity=1 orbital_gap_ev=10.78 e_homo_ev=-9.8 e_above_lowest_kj_mol=214.3 max_force_ev_per_a=2.2 smiles=C[C@H]1CN1CC#N total_energy_ha=-304.75389
C 1.35 0.82 1.53 -0.612
C 0.19 0.34 0.67 -0.081
C 0.02 0.81 -0.72 -0.291
N 0.49 -0.56 -0.43 -0.388
C -0.56 -1.52 -0.76 -0.330
C -1.74 -0.80 -1.27 0.273
N -2.61 -0.14 -1.67 -0.332
H 1.60 0.11 2.32 0.213
H 1.07 1.77 2.00 0.217
H 2.24 0.99 0.91 0.219
H -0.72 0.11 1.23 0.191
H -1.02 0.92 -1.13 0.237
H 0.77 1.45 -1.19 0.205
H -0.21 -2.18 -1.56 0.245
H -0.87 -2.13 0.09 0.234



6.
61
Properties=species:S:1:pos:R:3:lowdin_spin:R:1 method="wB97M-V/def2-TZVPD" lumo_ev="-4.0 / -3.9" multiplicity=9 orbital_gap_ev="8.16 / 8.86" e_homo_ev="-12.1 / -12.8" max_force_ev_per_a=4.0 total_energy_ha=-5138.82449 total_charge=+1
Cr -7.30 -10.24 -17.25 3.837
Cr -5.02 -11.31 -14.13 3.915
P -6.86 -12.02 -15.81 0.034
O -8.16 -11.26 -15.68 0.015
O -6.30 -12.80 -14.60 0.025
O -5.96 -10.70 -15.71 0.045
O -6.57 -12.24 -17.28 0.030
C -5.59 -15.88 -15.60 0.000
C -6.11 -16.04 -14.20 0.000
O -5.21 -16.97 -13.57 0.000
C -4.30 -17.37 -14.51 0.000
O -3.45 -18.18 -14.32 0.000
O -4.44 -16.71 -15.68 0.000
F -7.38 -16.54 -14.18 0.000
H -5.20 -14.86 -15.75 0.000
H -6.32 -16.05 -16.38 0.000
H -6.11 -15.14 -13.59 0.000
C -11.25 -12.75 -16.12 0.000
C -11.15 -11.25 -15.85 0.000
O -12.28 -10.95 -15.11 0.000
C -13.07 -12.02 -15.01 0.000
O -13.98 -12.15 -14.25 0.000
O -12.63 -13.00 -15.82 0.000
F -11.28 -10.58 -17.07 0.002
H -10.61 -13.31 -15.43 0.000
H -11.06 -12.97 -17.16 0.000
H -10.24 -10.98 -15.34 0.000
C -9.30 -8.09 -11.64 0.000
O -8.36 -8.82 -12.48 0.001
P -7.46 -9.98 -11.83 0.007
O -6.26 -10.38 -12.62 0.041
O -7.05 -9.37 -10.43 0.002
C -6.59 -10.21 -9.37 0.000
O -8.47 -11.12 -11.42 0.001
C -9.13 -11.87 -12.47 0.000
H -10.29 -8.42 -11.98 0.000
H -9.21 -7.07 -12.01 0.000
H -9.15 -8.22 -10.57 0.000
H -5.67 -10.73 -9.65 0.000
H -7.33 -10.96 -9.10 0.000
H -6.32 -9.58 -8.52 0.000
H -8.40 -12.54 -12.92 0.000
H -9.46 -11.15 -13.22 0.000
H -10.00 -12.38 -12.08 0.000
C -4.88 -6.73 -16.52 0.001
O -4.15 -7.57 -17.42 0.001
P -4.91 -8.23 -18.66 0.006
O -5.70 -9.44 -18.28 0.036
O -5.73 -7.03 -19.32 0.001
C -5.04 -5.87 -19.75 0.000
O -3.71 -8.53 -19.60 0.000
C -3.82 -9.15 -20.89 0.000
H -5.18 -7.36 -15.68 0.000
H -5.78 -6.26 -16.91 0.000
H -4.22 -5.89 -16.27 0.000
H -4.61 -5.95 -20.75 0.000
H -4.26 -5.45 -19.11 0.000
H -5.76 -5.05 -19.70 0.000
H -2.99 -9.86 -20.94 0.000
H -3.68 -8.42 -21.69 0.000
H -4.74 -9.71 -21.05 0.000



7.
8
Properties=species:S:1:pos:R:3:nbo_charge:R:1 method="wB97M-V/def2-TZVPD" lumo_ev=-2.1 multiplicity=1 orbital_gap_ev=7.04 e_homo_ev=-9.2 e_above_lowest_kj_mol=86.4 max_force_ev_per_a=4.2 smiles="OC(=S)C(=S)S" total_energy_ha=-1347.15867
O -1.60 -0.23 1.26 -0.634
C -0.58 -0.73 0.43 0.101
S -0.02 -2.23 0.75 0.082
C 0.22 0.16 -0.39 -0.366
S -0.33 1.66 -0.78 0.051
S 1.97 -0.17 -0.68 0.118
H -1.82 0.63 1.01 0.489
H 2.16 0.91 -1.60 0.160